# C4H8P2

A 2-piece molecular cluster, C4H8P2 overall (ωB97M-V/def2-TZVPD, the Open Molecules 2025 dataset).

Orbital gap = 9.234 eV
HOMO = -9.0 eV
Energy relative to the best compared isomer or geometry (same formula, charge and spin) = 67.81 kcal per mole

Structure (ORCA input):
```
! RIJCOSX wB97M-V def2-TZVPD def2/J DEFGRID3
* xyz 0 1
C -0.1097 -1.3094 0.0114
C -1.0063 0.7481 2.0548
C 1.8381 -0.6014 -1.7779
C -1.5015 1.3910 0.9057
P 0.0723 -1.2134 -1.6076
P -0.4332 0.1970 3.3960
H 0.4369 -0.6386 0.7052
H -1.0452 -1.8074 0.3622
H 1.8494 0.4456 -2.0469
H 2.3869 -0.6520 -0.9019
H 2.3215 -1.2422 -2.4702
H -2.3837 2.1153 0.8903
H -0.6431 2.0166 0.3719
H -1.7825 0.5507 0.1071
*
```

# C4H8S

C4H8S as an isolated structure (ωB97M-V/def2-TZVPD, the Open Molecules 2025 dataset).

Orbital gap = 9.195 eV
HOMO = -8.4 eV
Energy relative to the best compared isomer or geometry (same formula, charge and spin) = 104.70 kcal per mole

Structure (ORCA input):
```
! RIJCOSX wB97M-V def2-TZVPD def2/J DEFGRID3
* xyz 0 1
C 0.5754 -1.9848 0.2880
C 0.5923 -0.6256 -0.3413
C -0.7167 -0.2400 -1.0208
C -1.0588 1.1943 -0.2912
H -0.5128 -2.4515 0.4561
H 1.3508 -2.8225 -0.5459
H 1.2942 -2.2479 1.2572
H 1.3210 -0.5687 -1.1685
H -0.5203 -0.3968 -2.0852
H -1.3996 -1.1350 -0.8846
H -2.0708 1.5551 0.5363
H -0.6289 1.9788 -1.2815
S 0.3008 1.0015 0.7443
*
```

# C4H8S

C4H8S as an isolated structure (ωB97M-V/def2-TZVPD, the Open Molecules 2025 dataset).

Orbital gap = 8.339 eV
HOMO = -8.6 eV
Energy relative to the best compared isomer or geometry (same formula, charge and spin) = 100.06 kcal per mole

Structure (ORCA input):
```
! RIJCOSX wB97M-V def2-TZVPD def2/J DEFGRID3
* xyz 0 1
C 1.3857 -0.7188 -0.1156
C 0.4255 0.4201 -0.6783
C -0.7038 0.8956 0.2796
C -1.5393 -0.3156 0.4707
H 0.7058 -1.5810 0.4592
H 2.1107 -1.1108 -1.1897
H 2.4400 -0.2208 0.6457
H 1.0079 1.2120 -0.8048
H -0.0285 0.0425 -1.5638
H -1.5107 1.6968 0.0857
H 0.0975 0.8995 1.3184
H -1.5262 -0.9599 1.4727
S -2.8645 -0.2596 -0.3798
*
```

# C4H8S

C4H8S as an isolated structure (ωB97M-V/def2-TZVPD, the Open Molecules 2025 dataset).

Orbital gap = 9.456 eV
HOMO = -8.7 eV
Energy relative to the best compared isomer or geometry (same formula, charge and spin) = 95.55 kcal per mole

Structure (ORCA input):
```
! RIJCOSX wB97M-V def2-TZVPD def2/J DEFGRID3
* xyz 0 1
C -0.2485 1.4897 0.0759
C -0.3553 -0.0654 0.1416
C -1.3815 -0.8000 -0.4851
C 0.6621 -0.8461 0.7280
H -1.3933 1.8078 0.1734
H 0.4717 1.8064 -1.0426
H 0.1360 2.0460 1.1897
H -1.6339 -1.8885 -0.2862
H -2.1130 -0.3510 -0.9317
H 1.2892 -0.5106 1.7182
H 0.5740 -2.0305 0.6164
H 1.8290 -0.6092 -1.6458
S 2.1636 -0.0484 -0.2518
*
```

# C4H8S

C4H8S in the gas phase (ωB97M-V/def2-TZVPD, the Open Molecules 2025 dataset).

Orbital gap = 9.915 eV
HOMO = -9.0 eV
Energy relative to the best compared isomer or geometry (same formula, charge and spin) = 36.64 kcal per mole

Structure (ORCA input):
```
! RIJCOSX wB97M-V def2-TZVPD def2/J DEFGRID3
* xyz 0 1
C -1.1340 -0.1339 0.9200
C 0.2027 -0.3312 0.0939
C 0.7152 0.8478 -0.5946
C -0.1229 -0.0842 -1.3850
H -1.8385 -1.0162 0.8739
H -1.4340 0.8072 0.4716
H -0.8810 0.1805 1.9501
H 1.6439 -0.8060 1.7904
H 0.3918 1.8660 -0.4998
H 1.6865 0.5831 -0.8669
H 0.2828 -0.7251 -2.0183
H -1.0893 0.2674 -1.3325
S 1.5767 -1.4553 0.5974
*
```

# C4H8S2

C4H8S2 in the gas phase (ωB97M-V/def2-TZVPD, the Open Molecules 2025 dataset).

Orbital gap = 7.757 eV
HOMO = -8.2 eV
Energy relative to the best compared isomer or geometry (same formula, charge and spin) = 28.54 kcal per mole

Structure (ORCA input):
```
! RIJCOSX wB97M-V def2-TZVPD def2/J DEFGRID3
* xyz 0 1
C 0.2269 -1.7631 1.6491
C 0.2955 -1.9529 0.1498
C -0.4357 0.7086 -0.3832
C -1.8968 0.6986 -0.7703
H 1.2602 -1.6422 2.0076
H -0.1623 -2.6818 2.1165
H -0.2873 -0.8447 1.9539
H -0.6012 -2.3944 -0.2667
H 1.0566 -2.6395 -0.2251
H -2.2600 1.7335 -0.5304
H -1.9251 0.5783 -1.8689
H -2.4116 -0.0808 -0.1608
S 0.7438 -0.5499 -0.8817
S 0.2681 1.9139 0.4505
*
```

# C4H8S2

C4H8S2 as an isolated structure (ωB97M-V/def2-TZVPD, the Open Molecules 2025 dataset).

Orbital gap = 8.991 eV
HOMO = -8.4 eV
Energy relative to the best compared isomer or geometry (same formula, charge and spin) = 64.39 kcal per mole

Structure (ORCA input):
```
! RIJCOSX wB97M-V def2-TZVPD def2/J DEFGRID3
* xyz 0 1
C -1.6490 -0.2941 0.1217
C -0.0403 -0.1369 0.1009
C 0.7199 -0.7054 -1.1550
C 0.5625 1.1791 0.1642
H -1.9555 0.0287 -0.9018
H -2.0191 0.2010 0.9732
H -1.9309 -1.2660 0.4195
H 1.8449 0.0543 1.9778
H 0.9145 -1.7632 -1.0678
H 0.0815 -0.3464 -2.1186
H 0.0010 1.7617 -0.5161
H 0.8194 1.8093 1.0012
S 0.6032 -0.9348 1.6646
S 2.0478 0.4127 -0.6640
*
```

# C4H8S2

C4H8S2 in the gas phase (ωB97M-V/def2-TZVPD, the Open Molecules 2025 dataset).

Orbital gap = 8.379 eV
HOMO = -8.5 eV
Energy relative to the best compared isomer or geometry (same formula, charge and spin) = 26.10 kcal per mole

Structure (ORCA input):
```
! RIJCOSX wB97M-V def2-TZVPD def2/J DEFGRID3
* xyz 0 1
C -0.1588 -0.0024 1.8455
C 0.4168 0.2453 0.3912
C -0.4106 -0.4891 -0.6778
C 0.2708 -0.6612 -1.9752
H 0.5726 0.3709 2.5507
H -0.3237 -1.0842 1.9742
H -1.0303 0.6948 2.0183
H 1.4320 -0.2556 0.4342
H -0.5382 2.3385 0.5912
H 0.6426 -1.6697 -1.8589
H 0.9474 0.1720 -2.2198
H -0.4643 -0.7022 -2.7966
S 0.6150 1.9693 0.0513
S -1.9713 -0.9264 -0.3285
*
```

# C4H8S3

A 2-piece molecular cluster, C4H8S3 overall (ωB97M-V/def2-TZVPD, the Open Molecules 2025 dataset).

Orbital gap = 7.841 eV
HOMO = -8.6 eV
Energy relative to the best compared isomer or geometry (same formula, charge and spin) = 34.76 kcal per mole

Structure (ORCA input):
```
! RIJCOSX wB97M-V def2-TZVPD def2/J DEFGRID3
* xyz 0 1
C -0.9867 -0.4126 -1.4271
C -0.7524 -0.9394 -0.2141
C -1.7638 -0.9391 0.8571
C 0.6318 -1.3884 0.0391
S 2.6837 1.6337 0.1796
S 1.2769 -1.5633 1.5874
S 1.6527 -1.9354 -1.3013
H -0.3241 -0.3295 -2.3568
H -1.9185 -0.0586 -1.6721
H -2.7376 -0.6639 0.3848
H -1.5811 -0.3258 1.7024
H -1.8487 -1.9585 1.1545
H 3.3195 1.5900 -1.1406
H 3.1809 2.8844 0.4294
H 2.6021 -2.4645 -0.4612
*
```

# C4H9BO2S

C4H9BO2S in the gas phase (ωB97M-V/def2-TZVPD, the Open Molecules 2025 dataset).

Orbital gap = 8.049 eV
HOMO = -7.8 eV
Energy relative to the best compared isomer or geometry (same formula, charge and spin) = 17.24 kcal per mole

Structure (ORCA input):
```
! RIJCOSX wB97M-V def2-TZVPD def2/J DEFGRID3
* xyz 0 1
B 1.1990 -1.0272 0.6244
C 0.2855 -0.1097 -0.2144
C -0.6828 0.7865 0.3369
C 0.1260 -0.1705 -1.6582
C -1.7737 1.4133 -0.4343
O 1.6832 -0.6982 1.8845
O 1.5869 -2.1725 0.0085
S -0.9057 1.1100 2.0560
H 0.2186 0.7252 -2.2483
H -0.9534 -0.3138 -1.8546
H 0.8248 -0.9557 -2.1480
H -2.4228 2.1295 0.2453
H -1.2756 2.0163 -1.2417
H -2.5156 0.7984 -0.7875
H 2.5756 -1.0387 1.9671
H 2.0968 -2.8496 0.6110
H -0.0668 0.3565 2.8531
*
```

# C4H9BO3

C4H9BO3 in the gas phase (ωB97M-V/def2-TZVPD, the Open Molecules 2025 dataset).

Orbital gap = 9.867 eV
HOMO = -9.6 eV
Energy relative to the best compared isomer or geometry (same formula, charge and spin) = 29.78 kcal per mole

Structure (ORCA input):
```
! RIJCOSX wB97M-V def2-TZVPD def2/J DEFGRID3
* xyz 0 1
B 1.6105 0.2056 -0.1258
C -1.3843 0.5528 -0.2270
C -0.6368 -0.7120 -0.2868
C -1.5610 1.2703 -1.3781
C -0.6432 -1.4621 0.9563
O 1.3787 0.7927 1.1311
O 0.7152 -0.5385 -0.7510
O 2.7821 0.3787 -0.7952
H -1.5328 0.8339 0.7335
H -1.0820 -1.4541 -1.1466
H -1.9546 2.3376 -1.3203
H -1.2449 0.7946 -2.2414
H 2.1646 1.2403 1.6783
H -0.4981 -2.4990 0.7699
H -1.6848 -1.5255 1.5128
H -0.0171 -0.8992 1.6952
H 3.5888 0.6839 -0.2048
*
```

# C4H9Br2N2

C4H9Br2N2 as an isolated structure (ωB97M-V/def2-TZVPD, the Open Molecules 2025 dataset).

Orbital gap (alpha / beta) = 7.361 / 8.386 eV
HOMO (alpha / beta) = -13.1 / -13.6 eV
Energy relative to the best compared isomer or geometry (same formula, charge and spin) = 121.67 kcal per mole

Structure (ORCA input):
```
! RIJCOSX wB97M-V def2-TZVPD def2/J DEFGRID3
* xyz 1 1
C -0.4500 0.3109 0.1544
C 1.7052 0.6418 0.8848
C 0.9201 -1.4708 -0.3773
C 0.5964 -0.4024 0.7038
N -2.9777 0.1473 -0.5093
N -0.4794 1.2213 -0.7106
Br -3.2479 -1.6335 -0.6108
Br -4.1605 1.2211 0.2509
H 2.0304 1.0521 -0.0629
H 1.2578 1.4798 1.3989
H 2.6140 0.2613 1.5343
H 1.3472 -2.3716 -0.0065
H 1.6382 -1.0025 -1.0693
H 0.0289 -1.7025 -0.9605
H 0.2111 -0.9779 1.5902
H 0.3203 1.7662 -1.0538
H -1.3544 1.4594 -1.1562
*
```

# C4H9BrCl2Si

A 2-piece molecular cluster, C4H9BrCl2Si overall (ωB97M-V/def2-TZVPD, the Open Molecules 2025 dataset).

Orbital gap = 8.672 eV
HOMO = -8.4 eV
Energy relative to the best compared isomer or geometry (same formula, charge and spin) = 41.17 kcal per mole

Structure (ORCA input):
```
! RIJCOSX wB97M-V def2-TZVPD def2/J DEFGRID3
* xyz 0 1
C -0.0208 0.0918 -2.0164
C 0.9196 -1.5002 0.5254
C -1.4815 0.6228 0.6843
C 1.7682 2.2674 0.0969
Si 0.1274 0.1269 -0.1849
Cl 2.3459 2.5948 1.6732
Cl 3.1421 1.8695 -1.0352
Br -2.2019 2.3506 -0.0396
H -0.1616 1.0095 -2.5343
H 0.7146 -0.5485 -2.4967
H -0.8963 -0.4912 -2.2768
H 0.1710 -1.7830 1.2791
H 1.0381 -2.2503 -0.2079
H 1.9262 -1.3425 0.9595
H -1.4825 0.7624 1.7268
H -2.3326 0.0087 0.5201
H 1.2893 3.2550 -0.1577
*
```

# C4H9BrFN2

An isolated ion of composition C4H9BrFN2 and charge +1 (ωB97M-V/def2-TZVPD, the Open Molecules 2025 dataset).

Orbital gap = 10.201 eV
HOMO = -13.6 eV
Energy relative to the best compared isomer or geometry (same formula, charge and spin) = 13.23 kcal per mole

Structure (ORCA input):
```
! RIJCOSX wB97M-V def2-TZVPD def2/J DEFGRID3
* xyz 1 1
C -0.4227 -0.5441 1.0159
C -1.9099 0.0985 -0.4902
C 0.0314 0.6678 -0.9664
C 1.9876 0.2486 0.5472
N -1.5023 -0.9523 0.3062
N 0.7097 -0.1928 -0.0420
F -2.4124 1.2374 0.1402
Br 0.3744 0.2054 -2.8748
H -0.6590 0.5931 1.4364
H 0.0051 -1.1006 1.8352
H -2.5253 -0.0962 -1.4028
H -0.0574 1.7542 -0.9046
H 1.8742 1.2048 0.9798
H 2.1906 -0.5596 1.3382
H 2.8460 0.2799 -0.2647
H -1.4624 -1.8033 -0.1297
H 0.9322 -1.0409 -0.5239
*
```

# C4H9BrO2

C4H9BrO2 as an isolated structure (ωB97M-V/def2-TZVPD, the Open Molecules 2025 dataset).

Orbital gap = 8.835 eV
HOMO = -9.8 eV
Energy relative to the best compared isomer or geometry (same formula, charge and spin) = 134.44 kcal per mole

Structure (ORCA input):
```
! RIJCOSX wB97M-V def2-TZVPD def2/J DEFGRID3
* xyz 0 1
C 0.0002 0.5867 1.2903
C -0.8151 1.0015 -1.0087
C -0.7203 -1.3778 -0.0782
C -0.1508 -0.0038 -0.1069
O 1.0803 -0.1196 -0.7545
O 2.4147 -0.9444 -0.0859
Br 3.7273 0.1843 0.0639
H -0.1120 -0.1917 2.0481
H 1.0251 1.1561 1.3454
H -0.7970 1.2768 1.3761
H -1.8425 1.3543 -0.7097
H -1.0547 0.6348 -1.9786
H -0.2424 1.8926 -1.0145
H -1.5858 -1.5133 0.6736
H -1.0021 -1.6936 -1.1163
H 0.0751 -2.2431 0.0557
*
```

# C4H9BrO2

A 2-piece molecular cluster, C4H9BrO2 overall (ωB97M-V/def2-TZVPD, the Open Molecules 2025 dataset).

Orbital gap (alpha / beta) = 10.090 / 10.089 eV
HOMO (alpha / beta) = -9.6 / -9.6 eV
Energy relative to the best compared isomer or geometry (same formula, charge and spin) = 73.26 kcal per mole

Structure (ORCA input):
```
! RIJCOSX wB97M-V def2-TZVPD def2/J DEFGRID3
* xyz 0 1
C 2.4591 0.6735 -0.0267
C -1.8527 -1.2297 -1.0349
C 0.9408 0.7046 0.4327
C -1.1238 -0.1949 -0.2807
O -1.1914 -0.9643 1.6197
O 0.1681 -0.0334 -0.4390
Br -2.0949 1.4008 0.0279
H 3.0667 1.2538 0.7131
H 2.8061 -0.3938 -0.0776
H 2.7461 1.0847 -1.0066
H -1.6884 -1.0617 -2.1281
H -2.8507 -1.1451 -0.9538
H -1.5289 -2.1205 -0.6371
H 0.5575 1.8443 0.3757
H 0.9475 0.3074 1.4426
H -1.3611 -0.1259 1.9727
*
```

# C4H9Cl2N2

A 2-piece molecular cluster, C4H9Cl2N2 overall (ωB97M-V/def2-TZVPD, the Open Molecules 2025 dataset).

Orbital gap = 6.602 eV
HOMO = -12.9 eV
Energy relative to the best compared isomer or geometry (same formula, charge and spin) = 79.78 kcal per mole

Structure (ORCA input):
```
! RIJCOSX wB97M-V def2-TZVPD def2/J DEFGRID3
* xyz 1 1
C 0.2217 -0.0157 -0.0375
C 1.0599 2.2479 -0.4169
C -0.5559 -2.2736 0.2260
C -3.0908 -0.1258 0.0523
N 0.0319 1.3066 -0.0523
N -0.7404 -0.8566 0.0754
Cl -3.2632 0.2826 -1.5631
Cl -3.1361 0.8928 1.3787
H 1.3391 -0.2427 -0.1552
H 1.3156 2.3037 -1.5830
H 0.6172 3.1439 -0.0290
H 2.0883 1.9375 0.0008
H -1.5283 -2.6506 0.5894
H 0.1665 -2.4591 1.1722
H -0.1686 -2.8834 -0.5883
H -3.0595 -1.1341 0.1502
H -0.8592 1.4649 0.3218
*
```

# C4H9ClNO2

An isolated ion of composition C4H9ClNO2 and charge -1 (ωB97M-V/def2-TZVPD, the Open Molecules 2025 dataset).

Orbital gap = 6.019 eV
HOMO = -2.2 eV
Energy relative to the best compared isomer or geometry (same formula, charge and spin) = 64.54 kcal per mole

Structure (ORCA input):
```
! RIJCOSX wB97M-V def2-TZVPD def2/J DEFGRID3
* xyz -1 1
C 2.4807 -0.7490 -0.3770
C 1.4047 -0.0709 0.6769
C 0.3694 1.0016 -0.0053
Cl 1.1692 2.3226 -1.0301
N -0.6796 0.1868 -0.7617
C -2.0553 0.4409 -0.1835
O -3.0628 -0.3957 -0.8538
O -3.1396 -1.5897 -0.3379
H 2.0442 -0.8323 -1.4762
H 2.7977 -1.8021 0.0357
H 3.3874 -0.0005 -0.4472
H 0.7891 -0.9268 1.2195
H 2.0449 0.5313 1.4726
H -0.2118 1.5472 0.8632
H -2.3477 1.5725 -0.4268
H -2.0332 0.3554 0.9836
H -2.9573 -1.5913 0.6481
*
```

# C4H9ClNOP

C4H9ClNOP in the gas phase (ωB97M-V/def2-TZVPD, the Open Molecules 2025 dataset).

Orbital gap = 9.606 eV
HOMO = -8.9 eV
Energy relative to the best compared isomer or geometry (same formula, charge and spin) = 23.33 kcal per mole

Structure (ORCA input):
```
! RIJCOSX wB97M-V def2-TZVPD def2/J DEFGRID3
* xyz 0 1
C 1.2039 2.1086 1.4709
C 0.2008 1.3106 1.8959
C -0.8735 0.4309 -1.8193
C 0.1939 -0.8129 -0.0335
N -0.6864 0.2867 -0.3994
O 1.3942 2.4743 0.1256
P -1.2767 1.2477 0.7961
Cl -2.3807 0.0853 2.1090
H 2.0699 2.3114 2.1041
H 0.6787 2.0528 -0.4994
H 0.1527 1.0488 2.9375
H -1.5474 -0.2183 -2.3726
H -1.2058 1.3933 -2.0489
H 0.1211 0.1853 -2.3358
H 0.7492 -1.0213 -0.9526
H 0.8338 -0.4201 0.7666
H -0.4332 -1.6701 0.2261
*
```

# C4H9ClO

C4H9ClO in the gas phase (ωB97M-V/def2-TZVPD, the Open Molecules 2025 dataset).

Orbital gap = 10.670 eV
HOMO = -9.9 eV
Energy relative to the best compared isomer or geometry (same formula, charge and spin) = 58.71 kcal per mole

Structure (ORCA input):
```
! RIJCOSX wB97M-V def2-TZVPD def2/J DEFGRID3
* xyz 0 1
C 0.5250 -1.7790 0.0727
C 0.4184 -0.3072 0.5524
C -0.7514 0.3185 -0.2462
C -0.5864 1.7149 0.1713
H 0.6502 -1.8672 -1.0678
H 1.4292 -2.1735 0.4963
H -0.4883 -2.2338 0.2210
H 0.2100 -0.1330 1.5200
H 1.8711 -0.1162 -0.8327
H -0.7383 0.0344 -1.3067
H -1.1595 2.5843 -0.4093
H 0.4144 1.8466 -0.3008
H -0.8862 2.0127 1.1171
O 1.4540 0.5222 -0.0447
Cl -2.3623 -0.4237 0.0575
*
```